Molecular formula: C4H11NOS
Method: DFT, ωB97M-V/def2-TZVPD

* total energy: -18691.2660 eV
* highest occupied orbital energy (alpha / beta): -7.049 / -9.183 eV
* 2S+1: 3
* energy relative to the best compared isomer or geometry (same formula, charge and spin): 55.1 kcal/mol

Element x y z (Å)
C  2.210  -0.454  1.128
C  2.673  0.142  2.399
C  -2.200  -0.826  -0.582
C  -0.858  0.779  -2.032
N  -1.209  0.211  -0.690
O  -0.610  -0.322  1.698
S  0.083  -0.294  0.416
H  2.812  0.086  0.293
H  3.309  -0.700  2.718
H  1.742  0.218  3.019
H  3.171  1.063  2.487
H  -2.988  -0.459  -1.095
H  -1.990  -1.826  -0.950
H  -2.410  -1.007  0.451
H  -1.770  0.543  -2.531
H  -0.701  1.775  -1.806
H  -0.060  0.195  -2.355
H  -0.009  -1.672  0.118

=====

Molecular formula: C38H105N7O14
Method: DFT, ωB97M-V/def2-TZVPD

* total energy: -80190.5336 eV
* highest occupied orbital energy: -7.580 eV
* SMILES: COC[C@H](C)N.COC[C@H](C)N.COC[C@H](C)N.COC[C@H](C)N.COCCNCCOC.COCCNCCOC.COCCNCCOC.CO.CO.CO.CO
* energy relative to the best compared isomer or geometry (same formula, charge and spin): 115.8 kcal/mol

Element x y z (Å)
C  -1.340  1.755  -6.141
O  -2.297  0.765  -5.777
H  -1.617  2.267  -7.060
H  -1.090  2.398  -5.293
H  -0.401  1.220  -6.303
H  -3.141  1.217  -5.669
C  -2.137  5.383  -4.961
O  -2.858  4.334  -4.277
H  -2.459  5.494  -5.990
H  -2.209  6.289  -4.356
H  -1.058  5.201  -4.909
H  -3.081  4.773  -3.451
C  2.403  3.917  2.882
O  2.481  3.799  4.294
H  1.545  4.483  2.541
H  3.275  4.535  2.614
H  2.544  2.968  2.361
H  3.329  3.442  4.559
C  -1.371  4.463  2.909
O  -1.653  4.872  4.244
H  -2.218  3.991  2.419
H  -1.037  5.300  2.283
H  -0.481  3.849  3.028
H  -2.535  5.248  4.305
C  2.361  0.284  -3.557
O  2.684  -0.736  -2.642
C  2.558  -2.034  -3.204
C  2.674  -3.000  -2.038
N  2.981  -4.344  -2.591
C  2.043  -4.879  -3.561
C  0.700  -5.344  -3.004
O  0.787  -6.471  -2.144
C  0.834  -7.715  -2.839
H  1.298  0.534  -3.470
H  2.532  0.002  -4.605
H  2.978  1.179  -3.462
H  3.350  -2.340  -3.892
H  1.564  -2.109  -3.650
H  1.745  -3.064  -1.458
H  3.483  -2.749  -1.355
H  3.140  -5.009  -1.848
H  2.550  -5.741  -4.005
H  1.798  -4.244  -4.415
H  0.173  -5.636  -3.929
H  0.046  -4.621  -2.518
H  1.698  -7.784  -3.502
H  -0.101  -7.894  -3.371
H  0.976  -8.423  -2.024
C  9.184  -1.905  -4.060
O  9.316  -3.062  -3.281
C  8.407  -3.162  -2.230
C  8.781  -2.291  -1.038
N  7.987  -2.555  0.164
C  6.621  -2.093  0.118
C  6.364  -0.605  -0.087
O  4.996  -0.329  0.088
C  4.647  1.026  -0.266
H  9.448  -1.013  -3.490
H  8.197  -1.852  -4.543
H  9.811  -1.921  -4.957
H  8.318  -4.212  -1.925
H  7.356  -3.044  -2.546
H  8.713  -1.234  -1.318
H  9.807  -2.513  -0.744
H  8.457  -2.382  1.034
H  6.199  -2.304  1.111
H  6.000  -2.708  -0.539
H  6.623  -0.332  -1.119
H  6.971  -0.074  0.657
H  3.621  1.121  0.078
H  4.650  1.007  -1.356
H  5.326  1.730  0.209
C  -2.486  -2.507  2.781
O  -3.300  -1.747  1.914
C  -4.514  -2.341  1.502
C  -5.389  -1.335  0.821
N  -6.174  -0.562  1.763
C  -6.643  0.704  1.229
C  -5.508  1.728  1.000
O  -4.916  1.987  2.265
C  -3.551  1.566  2.324
H  -1.647  -2.953  2.236
H  -3.100  -3.149  3.413
H  -1.957  -1.792  3.426
H  -5.020  -2.766  2.386
H  -4.340  -3.270  0.938
H  -6.118  -1.882  0.213
H  -4.777  -0.724  0.146
H  -5.764  -0.371  2.667
H  -7.347  1.216  1.888
H  -7.221  0.560  0.313
H  -5.980  2.649  0.644
H  -4.810  1.427  0.217
H  -3.508  0.479  2.189
H  -3.187  1.759  3.332
H  -3.039  2.037  1.482
C  -7.291  2.136  -2.585
C  -5.826  2.123  -3.059
C  -5.382  0.752  -3.537
O  -5.446  -0.266  -2.577
C  -4.460  -1.254  -2.805
N  -5.622  3.121  -4.130
H  -7.500  3.135  -2.204
H  -7.543  1.350  -1.880
H  -7.908  1.960  -3.471
H  -5.214  2.487  -2.220
H  -4.375  0.879  -3.959
H  -6.015  0.505  -4.403
H  -4.561  -1.667  -3.814
H  -4.715  -2.114  -2.179
H  -3.454  -0.916  -2.554
H  -4.615  3.194  -4.281
H  -5.755  4.020  -3.667
C  -3.537  4.197  5.652
C  -2.293  3.629  6.317
C  -1.138  3.398  5.357
O  -0.078  2.706  6.035
C  0.339  1.567  5.269
N  -1.848  4.260  7.605
H  -3.823  3.592  4.786
H  -3.354  5.192  5.232
H  -4.391  4.177  6.329
H  -2.634  2.678  6.751
H  -0.707  4.333  4.990
H  -1.494  2.800  4.515
H  -0.389  0.766  5.425
H  1.308  1.287  5.677
H  0.432  1.843  4.218
H  -1.795  5.271  7.424
H  -2.723  4.243  8.138
C  0.042  1.425  1.497
C  -0.213  0.165  0.694
C  -1.267  0.446  -0.382
O  -0.784  1.421  -1.277
C  -1.761  2.146  -1.986
N  1.009  -0.441  0.177
H  -0.890  1.826  1.900
H  0.447  2.217  0.859
H  0.745  1.281  2.319
H  -0.792  -0.513  1.335
H  -2.259  0.644  0.039
H  -1.429  -0.495  -0.937
H  -1.299  2.820  -2.704
H  -2.337  2.807  -1.324
H  -2.393  1.401  -2.480
H  0.749  -1.038  -0.604
H  1.571  0.298  -0.236
C  1.401  -1.967  3.899
C  2.811  -1.854  3.288
C  2.958  -2.933  2.199
O  2.446  -4.164  2.699
C  2.488  -5.177  1.725
N  2.959  -0.513  2.738
H  1.188  -1.074  4.487
H  1.243  -2.823  4.552
H  0.687  -2.099  3.082
H  3.518  -1.998  4.107
H  3.983  -3.011  1.810
H  2.352  -2.659  1.326
H  2.201  -4.890  0.711
H  1.846  -6.005  2.032
H  3.487  -5.634  1.710
H  3.817  -0.335  2.210
H  2.335  -0.490  1.919

=====

Molecular formula: C4H6N2S
Method: DFT, ωB97M-V/def2-TZVPD

* total energy: -18057.3570 eV
* highest occupied orbital energy: -8.836 eV
* SMILES: C1=NNC[C@@H]2S[C@@H]12
* energy relative to the best compared isomer or geometry (same formula, charge and spin): 83.4 kcal/mol

Element x y z (Å)
C  1.102  0.621  -0.332
C  -1.259  -0.698  0.753
C  -1.194  0.096  -0.509
C  0.147  -0.275  -1.067
H  2.160  0.379  -0.462
H  0.962  1.729  -0.507
H  1.604  -0.080  1.637
H  -2.106  -1.244  1.162
H  -1.247  1.140  -0.217
H  0.449  -1.309  -0.888
N  0.803  0.316  1.164
N  -0.252  -0.525  1.566
S  -1.171  -0.149  -2.301

=====

Molecular formula: C41H42F5N8O
Method: DFT, ωB97M-V/def2-TZVPD

* total energy: -70747.7199 eV
* total charge: +1
* highest occupied orbital energy: -10.989 eV
* energy relative to the best compared isomer or geometry (same formula, charge and spin): 0.0 kcal/mol

Element x y z (Å)
C  2.128  -1.141  -1.571
C  0.681  -1.169  -2.152
N  0.599  -1.490  -3.586
C  1.284  -2.520  -4.240
C  2.278  -3.539  -3.732
C  1.801  -5.017  -3.874
C  1.053  -5.589  -2.646
N  1.124  -5.007  -1.317
O  0.405  -6.598  -2.785
C  0.877  -2.457  -5.543
N  -0.018  -1.421  -5.694
C  -0.162  -0.891  -4.479
C  -1.140  0.275  -4.333
F  -1.957  0.380  -5.420
F  -0.434  1.445  -4.273
C  -2.011  0.105  -3.077
C  -2.670  -1.119  -2.894
C  -3.426  -1.284  -1.737
C  -3.483  -0.226  -0.820
C  -2.830  0.976  -1.016
C  -2.841  2.129  -0.030
F  -1.542  2.309  0.377
F  -3.190  3.293  -0.591
F  -3.536  1.880  1.084
C  -2.066  1.157  -2.184
H  2.240  -2.016  -0.908
H  2.920  -1.080  -2.327
H  2.205  -0.274  -0.896
H  0.109  -1.942  -1.610
H  0.210  -0.212  -1.906
H  3.182  -3.432  -4.356
H  2.608  -3.381  -2.700
H  1.218  -5.127  -4.801
H  2.688  -5.663  -4.013
H  2.104  -4.880  -1.069
H  0.610  -4.132  -1.264
H  1.207  -3.130  -6.332
H  -0.509  -1.100  -6.520
H  -2.560  -1.886  -3.665
H  -3.916  -2.243  -1.572
H  -4.059  -0.404  0.092
H  -1.542  2.101  -2.345
N  -3.002  0.948  6.136
C  -3.867  0.003  6.509
C  -4.825  -0.541  5.667
C  -4.892  -0.074  4.364
C  -4.006  0.908  3.956
C  -3.084  1.381  4.878
H  -3.778  -0.327  7.538
H  -5.500  -1.308  6.023
H  -5.627  -0.471  3.675
H  -4.028  1.297  2.951
H  -2.367  2.148  4.603
N  -8.607  -0.142  1.927
C  -9.250  1.026  1.895
C  -9.762  1.656  3.019
C  -9.601  1.038  4.248
C  -8.937  -0.177  4.304
C  -8.462  -0.719  3.121
H  -9.355  1.471  0.911
H  -10.273  2.605  2.933
H  -9.987  1.496  5.149
H  -8.792  -0.692  5.245
H  -7.933  -1.667  3.115
N  3.405  -0.028  1.500
C  3.116  0.983  2.324
C  3.386  0.970  3.683
C  3.986  -0.155  4.223
C  4.292  -1.217  3.388
C  3.984  -1.102  2.042
H  2.645  1.842  1.858
H  3.133  1.820  4.302
H  4.212  -0.204  5.280
H  4.761  -2.113  3.771
H  4.209  -1.907  1.350
N  3.246  -0.236  -4.813
C  4.313  -0.878  -5.300
C  5.094  -0.402  -6.339
C  4.750  0.811  -6.915
C  3.648  1.495  -6.430
C  2.936  0.933  -5.383
H  4.545  -1.824  -4.822
H  5.948  -0.965  -6.689
H  5.334  1.217  -7.731
H  3.348  2.444  -6.853
H  2.068  1.436  -4.968
N  7.524  4.009  3.961
C  7.795  4.772  5.021
C  6.823  5.379  5.804
C  5.495  5.186  5.465
C  5.192  4.399  4.367
C  6.239  3.835  3.654
H  8.848  4.897  5.246
H  7.102  5.986  6.654
H  4.705  5.643  6.050
H  4.166  4.224  4.069
H  6.049  3.208  2.788

=====

Molecular formula: C10H32AsCsF6O6
Method: DFT, ωB97M-V/def2-TZVPD

* total energy: -100867.9860 eV
* highest occupied orbital energy: -9.356 eV

Element x y z (Å)
Cs  -3.040  4.660  -2.623
As  -0.432  1.388  -1.648
F  -1.731  0.970  -0.567
F  -1.626  2.077  -2.720
F  0.827  1.881  -2.718
F  0.686  0.766  -0.510
F  -0.557  -0.134  -2.430
F  -0.300  2.954  -0.885
C  4.023  2.287  -1.820
O  3.516  2.061  -3.131
H  3.831  3.290  -1.437
H  3.540  1.559  -1.151
H  5.075  2.014  -1.799
H  2.558  2.106  -3.038
C  1.788  3.343  1.755
O  0.475  3.268  2.310
H  2.420  3.827  2.495
H  2.150  2.334  1.548
H  1.784  3.942  0.841
H  -0.020  2.660  1.752
C  -4.447  0.244  -2.190
O  -3.683  -0.525  -3.089
H  -4.221  -0.003  -1.150
H  -4.343  1.324  -2.354
H  -5.496  -0.009  -2.356
H  -2.759  -0.485  -2.823
C  0.087  -3.413  -2.067
O  0.099  -2.807  -3.358
H  -0.401  -4.387  -2.103
H  1.125  -3.543  -1.746
H  -0.368  -2.820  -1.269
H  -0.325  -1.957  -3.228
C  1.972  -3.173  1.546
C  2.285  -2.178  0.456
C  2.938  -0.907  0.987
O  3.165  -2.813  -0.483
H  2.854  -3.418  2.138
H  1.699  -4.130  1.081
H  1.081  -2.893  2.106
H  1.355  -1.880  -0.042
H  2.132  -0.307  1.434
H  3.342  -0.241  0.226
H  3.636  -1.158  1.785
H  3.362  -2.168  -1.168
C  -2.024  -1.225  3.722
C  -2.388  -0.495  2.461
C  -3.471  0.568  2.594
O  -1.215  0.090  1.901
H  -1.745  -0.506  4.500
H  -1.163  -1.850  3.496
H  -2.858  -1.811  4.102
H  -2.700  -1.288  1.760
H  -2.950  1.446  2.988
H  -4.247  0.290  3.307
H  -3.869  0.842  1.618
H  -1.424  0.330  0.992

=====

Molecular formula: C3H3N3O
Method: DFT, ωB97M-V/def2-TZVPD

* total energy: -9672.2394 eV
* highest occupied orbital energy: -8.348 eV
* energy relative to the best compared isomer or geometry (same formula, charge and spin): 120.3 kcal/mol

Element x y z (Å)
N  -1.938  0.517  1.284
C  -0.803  0.583  0.830
N  0.675  0.980  -1.331
N  0.958  0.154  -2.121
O  0.276  -2.298  0.485
C  0.605  -1.431  -0.205
C  0.402  0.392  0.337
H  -2.498  1.365  1.215
H  0.966  -0.866  -1.604
H  1.249  0.686  0.952

=====

Molecular formula: C3H11NO2
Method: DFT, ωB97M-V/def2-TZVPD

* total energy: -8872.8992 eV
* highest occupied orbital energy: -9.693 eV
* SMILES: C=CCN.O.O
* energy relative to the best compared isomer or geometry (same formula, charge and spin): 36.7 kcal/mol

Element x y z (Å)
N  1.142  1.119  0.226
C  1.271  -0.336  0.223
C  -0.860  -1.780  0.406
C  0.048  -1.039  -0.255
H  2.068  1.502  0.298
H  0.517  1.503  0.921
H  1.700  -0.798  1.124
H  2.007  -0.554  -0.570
H  -1.919  -1.613  0.347
H  -0.507  -2.437  1.208
H  -0.407  -0.512  -1.100
H  0.290  -0.261  -2.898
H  0.643  0.945  -2.046
O  0.527  0.661  -2.972
H  -2.276  0.802  2.388
H  -2.143  1.259  0.892
O  -2.102  1.537  1.807

=====

Molecular formula: C31H50BrN2O5PSbV
Method: DFT, ωB97M-V/def2-TZVPD

* total energy: -157719.6716 eV
* total charge: +2
* highest occupied orbital energy (alpha / beta): -13.181 / -13.182 eV
* 2S+1: 3
* energy relative to the best compared isomer or geometry (same formula, charge and spin): 2.7 kcal/mol

Element x y z (Å)
V  -0.887  0.261  0.190
O  2.135  2.478  -1.197
C  1.962  2.330  -2.540
C  3.045  2.673  -3.349
C  2.966  2.550  -4.720
C  1.794  2.097  -5.318
C  0.717  1.768  -4.522
C  0.785  1.856  -3.128
C  -0.447  1.407  -2.367
O  -0.399  1.592  -0.971
N  -0.708  -0.007  -2.662
N  -1.155  -0.745  -1.642
C  -1.460  -1.989  -1.758
C  -1.952  -2.757  -0.643
Br  -2.192  -1.744  1.007
C  -2.242  -4.064  -0.594
C  -2.218  -5.002  -1.715
C  -2.715  -4.675  -2.982
C  -2.674  -5.607  -4.004
C  -2.136  -6.867  -3.777
C  -1.667  -7.208  -2.516
C  -1.724  -6.289  -1.484
H  1.280  2.333  -0.767
H  3.939  3.050  -2.868
H  3.815  2.825  -5.331
H  1.718  2.027  -6.395
H  -0.212  1.450  -4.986
H  -1.319  1.980  -2.699
H  -0.155  -0.461  -3.377
H  -1.355  -2.510  -2.704
H  -2.503  -4.489  0.372
H  -3.196  -3.719  -3.149
H  -3.081  -5.359  -4.976
H  -2.108  -7.593  -4.579
H  -1.273  -8.199  -2.335
H  -1.379  -6.565  -0.494
C  -2.259  0.644  4.539
C  -1.482  1.935  4.283
C  -0.136  1.933  4.992
Sb  -1.306  2.224  2.163
C  -0.175  4.020  1.805
C  -0.751  5.189  2.597
C  1.321  3.850  2.045
C  -3.269  2.873  1.545
C  -4.165  3.338  2.683
C  -3.929  1.783  0.703
H  -2.423  0.507  5.609
H  -1.699  -0.226  4.181
H  -3.239  0.643  4.054
H  -2.078  2.784  4.629
H  0.477  1.083  4.677
H  -0.292  1.842  6.069
H  0.432  2.847  4.816
H  -0.344  4.191  0.737
H  -0.681  5.016  3.674
H  -1.796  5.386  2.351
H  -0.186  6.097  2.377
H  1.541  3.761  3.112
H  1.854  4.728  1.677
H  1.736  2.978  1.538
H  -3.038  3.722  0.894
H  -4.435  2.512  3.345
H  -5.094  3.747  2.280
H  -3.700  4.116  3.290
H  -4.099  0.869  1.278
H  -3.327  1.526  -0.183
H  -4.900  2.115  0.329
C  1.730  -3.871  -0.164
C  1.247  -3.260  1.129
O  1.736  -1.903  1.334
P  1.411  -0.599  0.500
O  2.345  0.462  1.188
C  2.919  0.355  2.535
C  4.369  -0.041  2.429
O  1.894  -0.737  -0.982
C  3.297  -0.736  -1.425
C  3.314  -1.117  -2.882
H  1.382  -4.904  -0.219
H  2.819  -3.884  -0.206
H  1.343  -3.338  -1.033
H  1.625  -3.801  1.992
H  0.158  -3.236  1.188
H  2.342  -0.364  3.114
H  2.796  1.344  2.967
H  4.467  -1.041  2.005
H  4.824  -0.047  3.420
H  4.914  0.669  1.808
H  3.841  -1.450  -0.806
H  3.679  0.269  -1.251
H  2.904  -2.117  -3.028
H  4.341  -1.116  -3.249
H  2.746  -0.396  -3.472